The following is a quantum chemistry calculation of a 12-piece molecular cluster, C33H93N9O12 overall, from the Open Molecules 2025 dataset.

Geometry as XYZ:
```
147
Properties=species:S:1:pos:R:3:lowdin_charge:R:1
C 17.17 14.87 7.78 -0.058
C 17.42 15.10 9.30 -0.408
C 18.81 14.46 9.57 -0.185
O 19.79 15.37 9.07 -0.203
C 21.11 14.94 8.94 -0.111
N 17.41 16.45 9.82 0.045
H 17.16 13.87 7.42 0.040
H 17.95 15.33 7.20 0.076
H 16.29 15.32 7.36 0.055
H 16.70 14.44 9.88 0.138
H 18.89 13.49 9.16 0.101
H 18.87 14.44 10.68 0.117
H 21.20 13.93 8.60 0.081
H 21.60 15.04 9.91 0.086
H 21.63 15.59 8.22 0.094
H 18.17 16.87 9.30 0.076
H 16.53 16.94 9.64 0.091
C 13.31 15.48 15.44 -0.030
C 12.89 16.67 14.54 -0.414
C 11.65 17.39 15.04 -0.185
O 11.16 18.35 14.06 -0.202
C 9.90 18.01 13.54 -0.128
N 14.02 17.59 14.31 0.051
H 12.47 15.19 16.04 0.067
H 14.19 15.69 15.97 0.041
H 13.47 14.62 14.74 0.075
H 12.65 16.19 13.57 0.133
H 11.97 17.92 15.98 0.138
H 10.86 16.68 15.37 0.120
H 9.96 17.23 12.76 0.077
H 9.42 18.92 13.06 0.102
H 9.26 17.71 14.41 0.092
H 13.67 18.49 13.97 0.081
H 14.47 17.69 15.20 0.055
C 17.29 9.33 9.42 -0.036
C 16.13 10.18 8.83 -0.426
C 14.90 10.27 9.81 -0.203
O 13.93 11.21 9.43 -0.216
C 13.44 10.96 8.16 -0.129
N 16.71 11.48 8.50 0.044
H 18.04 9.22 8.59 0.098
H 16.93 8.39 9.76 0.060
H 17.72 9.97 10.19 0.061
H 15.68 9.84 7.88 0.120
H 15.17 10.44 10.93 0.139
H 14.51 9.23 9.72 0.119
H 13.18 9.89 8.15 0.096
H 14.16 11.28 7.37 0.090
H 12.49 11.54 7.99 0.099
H 17.22 11.85 9.32 0.051
H 15.98 12.13 8.27 0.041
C 10.89 6.82 13.41 -0.070
C 12.05 7.61 13.99 -0.481
C 13.25 7.68 12.94 -0.015
O 11.70 8.91 14.39 -0.089
H 11.22 5.85 13.02 0.074
H 10.46 7.27 12.47 0.084
H 10.15 6.63 14.20 0.085
H 12.30 7.03 14.88 0.133
H 13.55 6.70 12.77 0.046
H 14.03 8.38 13.24 0.063
H 12.71 8.08 12.04 0.082
H 11.44 9.39 13.57 0.058
C 9.55 11.89 12.62 -0.047
C 10.80 11.49 11.88 -0.447
C 12.11 12.02 12.44 -0.028
O 10.86 10.03 11.86 -0.064
H 9.42 12.96 12.63 0.077
H 9.60 11.53 13.67 0.091
H 8.61 11.48 12.25 0.083
H 10.74 11.84 10.87 0.106
H 12.09 13.14 12.41 0.097
H 12.89 11.70 11.79 0.048
H 12.27 11.66 13.43 0.052
H 9.97 9.71 11.82 0.073
C 19.06 7.99 16.40 -0.035
C 18.60 8.21 14.95 -0.431
C 17.68 7.22 14.35 -0.062
O 17.87 9.50 14.99 -0.128
H 19.63 7.07 16.46 0.078
H 18.18 7.98 16.99 0.056
H 19.73 8.76 16.78 0.083
H 19.42 8.31 14.26 0.130
H 18.17 6.25 14.12 0.095
H 17.24 7.66 13.45 0.086
H 16.86 6.96 14.98 0.069
H 18.57 10.18 15.19 0.058
C 11.80 15.07 7.75 -0.078
C 11.28 15.82 8.98 -0.579
C 11.31 14.85 10.20 -0.052
O 11.93 16.96 9.23 -0.023
H 12.78 14.54 7.98 0.091
H 11.93 15.74 6.86 0.088
H 10.97 14.35 7.45 0.097
H 10.20 16.03 8.70 0.142
H 10.74 15.15 11.10 0.067
H 12.39 14.87 10.48 0.089
H 11.00 13.83 9.95 0.063
H 12.69 17.07 8.62 0.113
C 16.47 12.73 19.42 -0.054
C 17.01 11.91 18.22 -0.454
C 16.33 10.54 18.24 -0.052
O 16.90 12.68 17.01 -0.148
H 15.48 13.12 19.20 0.069
H 17.15 13.57 19.70 0.079
H 16.51 12.03 20.29 0.083
H 18.10 11.76 18.35 0.136
H 15.24 10.55 18.06 0.076
H 16.48 10.11 19.16 0.045
H 16.83 9.83 17.55 0.070
H 15.86 12.67 16.89 0.072
C 17.64 12.27 12.41 -0.050
C 16.55 12.14 13.42 -0.428
C 15.24 12.87 13.01 -0.016
O 16.15 10.75 13.43 -0.126
H 18.33 11.46 12.48 0.074
H 18.16 13.18 12.65 0.043
H 17.28 12.28 11.36 0.065
H 16.97 12.39 14.37 0.109
H 15.44 13.93 12.86 0.064
H 14.49 12.83 13.79 0.043
H 14.92 12.46 12.04 0.066
H 16.74 10.13 13.96 0.054
C 17.50 15.80 14.14 -0.571
O 18.56 15.19 14.00 -0.027
N 16.82 16.36 13.03 0.151
N 16.82 15.87 15.37 0.179
H 17.34 16.37 12.13 0.079
H 16.02 16.97 13.17 0.058
H 15.89 16.16 15.35 0.005
H 17.24 15.40 16.18 0.108
C 13.64 11.66 16.21 -0.743
O 14.23 12.52 16.79 0.027
N 14.24 10.62 15.64 0.219
N 12.31 11.72 16.16 0.183
H 15.17 10.83 15.32 0.085
H 13.67 10.05 14.97 0.109
H 12.00 12.15 17.04 0.126
H 11.74 10.98 15.80 0.078
C 19.88 12.48 14.78 -0.593
O 19.95 11.22 14.72 -0.033
N 19.29 13.16 15.80 0.185
N 20.47 13.20 13.75 0.159
H 18.53 12.69 16.24 0.037
H 19.05 14.14 15.63 0.066
H 20.75 12.74 12.93 0.087
H 20.28 14.19 13.70 0.064
```

strongest force on any atom: 4.07 eV Å⁻¹
energy: -73711.0479 eV
SMILES string: COC[C@H](C)N.COC[C@H](C)N.COC[C@H](C)N.NC(N)=O.NC(N)=O.NC(N)=O.CC(C)O.CC(C)O.CC(C)O.CC(C)O.CC(C)O.CC(C)O
Kohn-Sham gap: 0.342 Eh



The following is a quantum chemistry calculation of a 10-piece molecular cluster, C33H94N6O20P2S8 overall, from the Open Molecules 2025 dataset.

Geometry as XYZ:
```
163
Properties=species:S:1:pos:R:3:lowdin_charge:R:1
O 2.47 0.89 -2.79 -0.313
S 3.90 1.13 -2.93 0.606
O 4.57 1.98 -2.02 -0.264
O 4.63 -0.32 -2.83 -0.245
C 3.87 -1.48 -2.78 -0.285
C 3.13 -1.90 -4.05 -0.058
C 4.24 1.62 -4.64 -0.086
H 3.20 -1.40 -1.93 0.096
H 4.62 -2.24 -2.56 0.127
H 2.72 -2.87 -3.81 0.076
H 3.77 -2.07 -4.92 0.082
H 2.37 -1.21 -4.40 0.062
H 5.31 1.65 -4.82 0.075
H 3.71 2.58 -4.59 0.070
H 3.69 0.99 -5.33 0.056
O -4.86 3.14 3.07 -0.290
S -3.42 3.22 2.96 0.622
O -2.79 4.29 3.71 -0.297
O -2.69 1.82 3.42 -0.272
C -2.87 1.48 4.79 -0.300
C -2.77 0.03 4.85 -0.069
C -2.87 3.22 1.24 -0.100
H -3.80 1.93 5.10 0.116
H -2.05 1.93 5.35 0.119
H -3.55 -0.50 4.31 0.086
H -2.79 -0.25 5.91 0.093
H -1.85 -0.34 4.39 0.078
H -1.82 2.99 1.15 0.047
H -3.03 4.23 0.84 0.078
H -3.50 2.48 0.73 0.050
O -7.67 -0.69 -0.03 -0.239
S -6.31 -1.10 -0.02 0.507
O -5.85 -2.25 0.73 -0.275
O -6.04 -1.41 -1.54 -0.242
C -4.75 -1.77 -1.97 -0.283
C -4.84 -2.34 -3.38 -0.033
C -5.40 0.09 0.34 -0.197
H -4.36 -2.44 -1.21 0.093
H -4.09 -0.88 -1.85 0.102
H -5.28 -1.61 -4.05 0.070
H -5.46 -3.24 -3.30 0.089
H -3.81 -2.55 -3.68 0.063
H -4.35 -0.22 0.42 0.095
H -5.64 0.44 1.35 0.114
H -5.41 0.91 -0.38 0.088
O -1.80 -3.99 -2.56 -0.279
S -0.80 -4.73 -1.84 0.614
O 0.61 -4.54 -2.04 -0.280
O -1.07 -4.41 -0.27 -0.263
C -2.33 -4.48 0.20 -0.325
C -2.76 -3.19 0.90 -0.050
C -1.18 -6.50 -1.92 -0.095
H -2.44 -5.35 0.86 0.129
H -2.99 -4.69 -0.65 0.103
H -2.73 -2.27 0.33 0.027
H -2.17 -2.93 1.79 0.069
H -3.78 -3.29 1.26 0.068
H -0.50 -7.11 -1.33 0.081
H -1.08 -6.78 -2.97 0.075
H -2.23 -6.57 -1.65 0.062
O 1.32 1.37 -6.59 -0.308
S 0.27 1.08 -7.54 0.645
O 0.38 0.29 -8.72 -0.260
O -0.95 0.37 -6.66 -0.235
C -1.24 0.83 -5.41 -0.358
C -1.72 -0.31 -4.58 -0.058
C -0.46 2.66 -7.93 -0.103
H -2.05 1.56 -5.51 0.102
H -0.37 1.31 -4.99 0.107
H -0.97 -1.08 -4.39 0.092
H -2.60 -0.77 -5.04 0.085
H -2.02 0.18 -3.66 0.035
H 0.29 3.19 -8.52 0.073
H -0.62 3.16 -6.98 0.033
H -1.35 2.49 -8.53 0.077
O 4.31 4.37 3.46 -0.293
P 3.32 3.33 3.08 0.519
N 4.07 2.01 2.44 -0.291
C 5.27 2.34 1.70 -0.103
C 3.28 0.94 1.87 -0.115
N 2.27 4.12 2.08 -0.293
C 2.71 5.29 1.36 -0.108
C 1.28 3.35 1.42 -0.148
N 2.23 2.65 4.16 -0.303
C 1.52 3.63 4.93 -0.114
C 2.59 1.48 4.89 -0.123
H 5.70 3.21 2.17 0.068
H 5.06 2.49 0.64 0.071
H 6.03 1.57 1.71 0.082
H 3.91 0.04 1.83 0.088
H 3.08 1.11 0.81 0.069
H 2.37 0.79 2.44 0.067
H 3.00 6.14 2.00 0.083
H 3.64 5.15 0.83 0.076
H 1.91 5.68 0.74 0.076
H 0.98 2.50 2.02 0.075
H 0.35 3.90 1.27 0.078
H 1.55 2.94 0.44 0.068
H 1.36 4.52 4.32 0.079
H 0.50 3.37 5.19 0.080
H 2.08 3.96 5.80 0.088
H 2.82 1.70 5.94 0.090
H 3.54 1.11 4.51 0.079
H 1.77 0.78 4.91 0.074
O 2.70 -2.18 5.33 -0.265
P 2.54 -3.52 4.73 0.496
N 3.75 -4.32 3.85 -0.297
C 4.06 -3.71 2.59 -0.133
C 4.87 -4.62 4.69 -0.125
N 1.32 -3.49 3.61 -0.309
C 0.75 -2.24 3.27 -0.119
C 1.00 -4.58 2.72 -0.097
N 2.21 -4.63 5.86 -0.317
C 2.38 -4.25 7.28 -0.081
C 1.71 -5.94 5.58 -0.126
H 4.82 -2.92 2.68 0.089
H 3.15 -3.20 2.26 0.059
H 4.51 -4.38 1.86 0.089
H 5.13 -3.79 5.36 0.087
H 5.75 -4.80 4.07 0.086
H 4.64 -5.48 5.32 0.076
H -0.24 -2.47 2.84 0.072
H 0.73 -1.53 4.10 0.068
H 1.34 -1.69 2.51 0.080
H -0.04 -4.56 2.37 0.080
H 1.63 -4.52 1.80 0.084
H 1.25 -5.54 3.15 0.051
H 3.29 -4.76 7.63 0.079
H 2.48 -3.18 7.34 0.065
H 1.55 -4.61 7.91 0.084
H 1.97 -6.55 6.45 0.085
H 2.17 -6.43 4.72 0.072
H 0.62 -5.92 5.47 0.089
C -4.05 4.09 -3.68 -0.234
S -3.98 2.31 -3.37 0.833
O -3.59 2.09 -1.94 -0.566
C -5.75 1.97 -3.42 -0.237
H -3.95 4.11 -4.78 0.050
H -3.23 4.56 -3.13 0.048
H -5.07 4.45 -3.51 0.049
H -6.38 2.39 -2.63 0.084
H -5.76 0.88 -3.41 0.029
H -5.92 2.13 -4.48 0.056
C 0.54 -1.39 -0.92 -0.231
S -1.03 -0.52 -0.81 0.816
O -1.37 -0.35 0.65 -0.555
C -0.50 1.07 -1.46 -0.247
H 0.66 -1.40 -2.00 0.042
H 0.41 -2.37 -0.50 0.031
H 1.31 -0.74 -0.49 0.053
H -0.06 0.69 -2.39 0.025
H 0.31 1.42 -0.81 0.043
H -1.41 1.65 -1.62 0.023
C 0.46 4.52 -2.64 -0.242
S 0.33 4.96 -4.39 0.824
O -0.94 4.36 -4.91 -0.564
C 0.00 6.68 -4.18 -0.268
H -0.44 4.70 -2.06 0.059
H 1.28 5.16 -2.28 0.055
H 0.79 3.48 -2.59 0.030
H -0.86 6.76 -3.51 0.057
H -0.18 7.04 -5.20 0.056
H 0.87 7.19 -3.75 0.061
```

strongest force on any atom: 8.52 eV Å⁻¹
energy: -190892.3950 eV
Kohn-Sham gap: 0.306 Eh



The following is a quantum chemistry calculation of a 15-piece molecular cluster, C34H100N2O28 overall, from the Open Molecules 2025 dataset.

Geometry as XYZ:
```
164
Properties=species:S:1:pos:R:3:lowdin_charge:R:1
C -1.69 -0.79 0.16 -0.013
C -0.22 -1.02 0.60 -0.364
C 0.63 0.27 0.75 -0.165
O 0.72 0.69 -0.59 -0.184
C 1.20 2.03 -0.77 -0.068
N -0.18 -1.80 1.87 0.081
H -1.72 -0.34 -0.84 0.059
H -2.12 -0.09 0.87 0.075
H -2.29 -1.70 0.17 0.080
H 0.31 -1.61 -0.14 0.100
H 1.63 -0.05 1.05 0.107
H 0.26 0.91 1.55 0.110
H 0.59 2.76 -0.24 0.075
H 1.23 2.35 -1.82 0.054
H 2.25 2.11 -0.46 0.083
H -0.54 -2.73 1.76 0.064
H -0.83 -1.37 2.51 0.054
C 3.44 -1.53 -4.65 -0.045
C 2.09 -1.78 -3.93 -0.404
C 2.26 -1.66 -2.38 -0.123
O 2.49 -3.00 -1.84 -0.211
C 2.80 -3.03 -0.44 -0.082
N 1.21 -0.78 -4.41 0.062
H 3.30 -1.61 -5.73 0.087
H 4.12 -2.32 -4.35 0.082
H 3.93 -0.62 -4.31 0.072
H 1.79 -2.81 -4.14 0.127
H 1.42 -1.15 -1.91 0.092
H 3.12 -1.10 -2.03 0.125
H 3.88 -3.02 -0.29 0.093
H 2.58 -4.00 0.02 0.092
H 2.34 -2.18 0.07 0.067
H 0.65 -0.66 -3.57 0.065
H 1.70 0.10 -4.49 0.094
C -2.63 0.79 4.12 -0.255
C -3.44 1.26 5.34 -0.221
O -3.97 0.15 6.07 -0.057
O -1.56 -0.06 4.46 -0.073
H -2.31 1.56 3.41 0.100
H -3.41 0.28 3.56 0.110
H -4.21 2.01 5.17 0.119
H -2.77 1.86 5.96 0.108
H -3.36 -0.58 6.16 0.016
H -1.89 -0.95 4.61 0.024
C -2.79 -2.85 6.26 -0.198
C -2.26 -3.40 4.89 -0.164
O -2.74 -2.57 3.78 -0.096
O -2.06 -1.71 6.74 -0.076
H -2.45 -3.65 6.92 0.119
H -3.88 -2.76 6.22 0.133
H -2.56 -4.43 4.73 0.114
H -1.17 -3.38 4.96 0.121
H -3.69 -2.59 3.65 0.099
H -1.25 -2.09 7.09 0.110
C -1.23 3.06 -2.87 -0.241
C -2.48 2.72 -3.58 -0.219
O -3.05 1.65 -2.82 -0.080
O -0.80 4.40 -3.14 -0.060
H -0.47 2.28 -2.87 0.104
H -1.40 2.99 -1.80 0.095
H -2.39 2.43 -4.63 0.118
H -3.25 3.49 -3.66 0.129
H -2.50 0.87 -2.96 0.017
H -0.16 4.63 -2.46 0.006
C 4.35 0.77 2.10 -0.274
C 5.00 -0.25 1.13 -0.241
O 6.15 -0.82 1.71 -0.041
O 3.79 0.29 3.27 -0.039
H 3.62 1.34 1.52 0.083
H 5.02 1.60 2.34 0.120
H 5.27 0.19 0.17 0.114
H 4.22 -1.00 1.02 0.082
H 6.51 -1.47 1.10 0.093
H 3.27 -0.46 2.99 0.032
C 1.82 7.38 -0.68 -0.176
C 1.31 6.57 -1.91 -0.184
O 1.34 5.22 -1.57 -0.085
O 0.88 7.23 0.36 -0.082
H 1.85 8.43 -0.98 0.131
H 2.77 7.05 -0.26 0.138
H 1.99 6.85 -2.72 0.119
H 0.30 6.90 -2.15 0.137
H 2.23 4.91 -1.75 0.038
H 1.38 7.42 1.17 0.126
C -5.21 -2.16 -2.23 -0.270
C -6.00 -1.60 -1.05 -0.270
O -5.95 -2.45 0.03 -0.055
O -5.73 -3.33 -2.75 -0.042
H -4.20 -2.41 -1.90 0.111
H -5.04 -1.40 -3.00 0.112
H -7.07 -1.50 -1.24 0.120
H -5.61 -0.64 -0.73 0.118
H -5.63 -3.27 -0.35 0.077
H -6.55 -3.18 -3.23 0.101
C 3.31 3.54 -3.25 -0.225
C 4.05 4.43 -4.23 -0.236
O 3.56 5.73 -4.41 -0.034
O 3.60 3.93 -1.94 -0.093
H 3.78 2.56 -3.24 0.128
H 2.23 3.47 -3.31 0.118
H 3.93 3.97 -5.21 0.131
H 5.11 4.49 -4.02 0.131
H 3.85 6.18 -3.62 0.074
H 4.49 3.62 -1.74 0.120
C -0.63 -6.39 1.28 -0.202
C -2.13 -6.45 1.18 -0.285
O -2.55 -7.76 0.91 -0.037
O -0.08 -5.03 1.35 -0.097
H -0.19 -6.80 0.37 0.111
H -0.35 -7.08 2.08 0.126
H -2.44 -5.65 0.51 0.112
H -2.53 -6.11 2.14 0.112
H -3.51 -7.75 1.00 0.090
H -0.05 -4.67 0.46 0.016
C -1.50 4.92 0.27 -0.096
C -2.31 5.90 1.18 -0.115
O -2.03 7.22 0.92 0.143
O -0.29 4.87 0.92 0.045
H -1.43 5.17 -0.78 0.140
H -1.94 3.92 0.32 0.162
H -1.96 5.74 2.21 0.146
H -3.39 5.85 1.09 0.162
H -1.09 7.37 0.94 0.095
H 0.24 5.57 0.53 0.066
C -2.69 -0.85 -4.77 -0.225
C -1.77 -0.53 -5.95 -0.240
O -0.81 -1.53 -6.21 -0.078
O -2.00 -0.74 -3.55 -0.102
H -3.10 -1.86 -4.80 0.124
H -3.55 -0.20 -4.84 0.116
H -1.22 0.41 -5.84 0.109
H -2.43 -0.34 -6.80 0.118
H -0.17 -1.47 -5.50 0.004
H -1.49 -1.54 -3.36 0.069
C 2.68 -3.50 3.08 -0.199
C 3.83 -3.67 4.18 -0.218
O 5.03 -3.37 3.53 -0.066
O 2.52 -2.15 2.66 -0.111
H 1.78 -3.98 3.46 0.108
H 2.99 -4.14 2.25 0.100
H 4.00 -4.65 4.63 0.117
H 3.68 -3.00 5.03 0.112
H 4.82 -2.51 3.16 0.048
H 1.59 -2.06 2.47 0.021
C 0.33 2.96 3.70 -0.237
C 1.73 3.43 4.13 -0.223
O 1.77 3.71 5.51 -0.040
O -0.60 3.99 3.56 -0.055
H -0.09 2.20 4.37 0.116
H 0.33 2.39 2.77 0.091
H 2.03 4.25 3.49 0.111
H 2.47 2.64 4.00 0.108
H 0.95 3.36 5.87 0.083
H -0.67 4.17 2.62 0.022
C -0.39 -5.15 -2.30 -0.180
C -1.38 -4.60 -3.33 -0.198
O -0.73 -3.58 -4.05 -0.078
O 0.05 -4.20 -1.32 -0.091
H 0.47 -5.60 -2.81 0.131
H -0.88 -5.88 -1.65 0.109
H -2.29 -4.24 -2.85 0.120
H -1.63 -5.41 -4.01 0.126
H -0.04 -3.93 -4.62 0.094
H 0.83 -3.73 -1.64 0.034
```

net charge: +1
strongest force on any atom: 3.48 eV Å⁻¹
2S+1: 2
energy: -97171.1571 eV
Kohn-Sham gap (alpha / beta): 0.315 / 0.086 Eh